16
Properties=species:S:1:pos:R:3:lowdin_charge:R:1 method="wB97M-V/def2-TZVPD" homo_lumo_gap_ev="13.207 / 7.431" spin_multiplicity=2 homo_energy_ev="-21.19 / -20.94" energy_ha=-320.996038 s2=0.755 total_charge=+2
N 0.90 0.73 -0.50 0.185
C -0.32 1.41 -0.68 -0.458
N -0.61 2.41 0.16 0.298
O -1.06 1.06 -1.62 0.398
H 1.22 0.45 -1.43 0.156
H 1.60 1.25 0.04 0.153
H -1.53 2.83 0.01 0.173
H -0.20 2.43 1.08 0.165
C 0.79 -3.07 0.93 0.033
N 0.05 -1.73 1.08 0.132
H 0.27 -3.74 1.60 0.113
H 0.68 -3.39 -0.10 0.107
H 1.80 -2.91 1.30 0.105
H -0.07 -1.58 2.09 0.168
H -0.89 -1.94 0.73 0.164
H 0.44 -0.88 0.63 0.106